1.
Density functional theory data (ωB97M-V/def2-TZVPD) for a molecular structure, C35H43CaPSbSe4.

Last column: Löwdin charge in e.
Geometry (Å):
Ca (1.3986, -0.2335, -0.0697)  1.0507
C (-0.0699, 2.5360, 0.2389)  -0.0703
C (1.1785, 2.4499, 0.9343)  -0.2188
C (0.9663, 1.5564, 2.0189)  -0.2459
C (-0.4081, 1.1391, 1.9553)  -0.0801
C (-1.0482, 1.7730, 0.8847)  -0.2458
C (-2.5464, 1.8489, 0.6213)  -0.5529
C (-3.2508, 0.5240, 0.9060)  -0.0709
C (-3.1471, 2.9061, 1.5641)  -0.0556
C (-2.8135, 2.2839, -0.8207)  -0.0582
C (1.8683, 1.1228, 3.1842)  -0.5374
C (3.0527, 0.2702, 2.6992)  -0.1120
C (1.0903, 0.2345, 4.1633)  -0.0805
C (2.3615, 2.3198, 4.0101)  -0.0498
C (2.2967, 3.4524, 0.5599)  -0.5237
C (3.7386, 3.0000, 0.8091)  -0.1047
C (2.2185, 3.8007, -0.9372)  -0.0766
C (2.0562, 4.7609, 1.3353)  -0.0470
H (-0.2543, 3.1776, -0.6145)  0.0928
H (-0.8978, 0.4869, 2.6671)  0.0916
H (-3.1772, 0.2607, 1.9660)  0.0809
H (-2.8067, -0.2877, 0.3385)  -0.0025
H (-4.3149, 0.5936, 0.6511)  0.0826
H (-2.9499, 2.6407, 2.6061)  0.0808
H (-4.2332, 2.9862, 1.4254)  0.0779
H (-2.7007, 3.8863, 1.3737)  0.0824
H (-2.3025, 1.6329, -1.5307)  0.0668
H (-2.4662, 3.3071, -0.9905)  0.0782
H (-3.8879, 2.2550, -1.0384)  0.0841
H (2.6938, -0.7251, 2.4008)  0.0647
H (3.7958, 0.1090, 3.4874)  0.0884
H (3.5693, 0.7264, 1.8522)  0.0273
H (0.6770, -0.6467, 3.6679)  0.0806
H (0.2702, 0.7838, 4.6304)  0.0872
H (1.7648, -0.1104, 4.9536)  0.0836
H (3.0759, 2.9429, 3.4793)  0.0508
H (2.8458, 1.9734, 4.9304)  0.0814
H (1.5101, 2.9478, 4.2835)  0.0922
H (3.9629, 2.1212, 0.2000)  -0.0156
H (3.9618, 2.7738, 1.8478)  0.0594
H (4.4200, 3.7988, 0.4961)  0.0721
H (2.2121, 2.9044, -1.5557)  0.0309
H (3.0926, 4.3953, -1.2237)  0.0854
H (1.3285, 4.3907, -1.1672)  0.0734
H (2.1245, 4.6057, 2.4143)  0.0650
H (1.0551, 5.1395, 1.1157)  0.0841
H (2.7903, 5.5254, 1.0505)  0.0816
C (-4.5453, -5.6826, -0.6491)  -0.1036
C (-4.4445, -4.9033, -1.7929)  -0.0900
C (-3.5443, -3.8430, -1.8422)  -0.1021
C (-2.7405, -3.5403, -0.7466)  -0.3767
C (-2.8489, -4.3352, 0.3966)  -0.1047
C (-3.7346, -5.4020, 0.4448)  -0.0933
P (-1.4902, -2.1956, -0.6630)  1.0797
C (-1.8405, -1.2469, -2.2022)  -0.3684
C (-3.1184, -0.7506, -2.4723)  -0.1436
C (-3.3548, 0.0457, -3.5834)  -0.0994
C (-2.3083, 0.3977, -4.4282)  -0.0971
C (-1.0285, -0.0656, -4.1590)  -0.0780
C (-0.7987, -0.8874, -3.0593)  -0.0884
C (0.0264, -3.1079, -1.1083)  -0.4824
C (-0.0221, -4.2799, -1.8762)  -0.1080
C (1.1432, -4.9682, -2.1584)  -0.1076
C (2.3534, -4.4898, -1.6608)  -0.1046
C (2.3825, -3.3184, -0.9197)  -0.1822
C (1.2246, -2.5612, -0.6003)  -0.3074
H (-5.2537, -6.5005, -0.6076)  0.0944
H (-5.0626, -5.1224, -2.6559)  0.0979
H (-3.4621, -3.2583, -2.7500)  0.0972
H (-2.2225, -4.1150, 1.2550)  0.1018
H (-3.7947, -6.0124, 1.3375)  0.0973
H (-3.9394, -0.9899, -1.8054)  0.1065
H (-4.3592, 0.4002, -3.7862)  0.1023
H (-2.4899, 1.0341, -5.2865)  0.0971
H (-0.2039, 0.1971, -4.8108)  0.1037
H (0.2001, -1.2753, -2.8847)  0.0889
H (-0.9656, -4.6559, -2.2560)  0.0916
H (1.1127, -5.8690, -2.7613)  0.0915
H (3.2735, -5.0282, -1.8668)  0.0956
H (3.3525, -2.9801, -0.5660)  0.0175
Se (7.1487, -1.5224, -2.3925)  -0.1112
Sb (5.6118, -0.2196, -1.1270)  -0.3712
Se (6.7509, 1.9655, -0.7087)  0.1252
Se (5.4717, -1.4938, 1.0149)  0.1402
Se (3.4200, 0.2404, -2.0359)  -0.0373

For the total energy, the calculation gives -332646.267 eV. Its HOMO energy (spin up / spin down) is -4.871 / -4.870 eV. The calculation puts the energy above the lowest of the compared OMol25 structures with the same formula, charge and spin at 0.0 kJ/mol. As for the net charge: -1. For the orbital gap (spin up / spin down), the calculation gives 0.1737 / 0.1764 hartree.



2.
Density functional theory data (ωB97M-V/def2-TZVPD) for C4H9N in the gas phase.

Last column: natural (NBO) charge in e.
Geometry (Å):
C (-1.0043, 0.0674, -1.0103)  -0.6549
C (-0.0927, -0.2654, 0.1415)  -0.1109
C (0.7562, 0.6636, 0.5661)  0.0057
N (0.9714, 1.9345, 0.0574)  -0.8375
C (-0.1792, -1.6698, 0.6810)  -0.6205
H (-1.4426, 1.0628, -0.9243)  0.2107
H (-0.4811, -0.0422, -1.9875)  0.2047
H (-1.7238, -0.7275, -1.1508)  0.2184
H (1.3856, 0.4611, 1.4359)  0.1787
H (1.7400, 2.4794, 0.3971)  0.3945
H (0.5530, 2.0925, -0.8529)  0.3857
H (-1.1688, -2.1011, 0.7966)  0.2081
H (0.4427, -2.4067, 0.1619)  0.2063
H (0.2437, -1.5485, 1.6881)  0.2109

For the total energy, the calculation gives -5783.343 eV. Its HOMO energy is -7.568 eV. The calculation puts the energy above the lowest of the compared OMol25 structures with the same formula, charge and spin at 45.2 kJ/mol. As for the net charge: 0. For the orbital gap, the calculation gives 0.3177 hartree.



3.
Density functional theory data (ωB97M-V/def2-TZVPD) for a molecular structure, C3H7NO2.

Last column: natural (NBO) charge in e.
Geometry (Å):
C (-0.3906, 0.1817, 1.3617)  0.0812
C (-0.4351, -1.1881, -0.1865)  -0.0078
C (1.0062, 0.5277, -0.9546)  -0.4343
O (-0.0164, -1.1649, 1.1263)  -0.5275
N (-0.3086, 0.6424, -0.0501)  0.1030
O (-1.1454, 1.5149, -0.4251)  -0.5712
H (0.2887, 0.7141, 2.0273)  0.1837
H (-1.4374, 0.2259, 1.6977)  0.1949
H (-1.5093, -1.3120, -0.3352)  0.1563
H (0.1331, -1.8757, -0.8057)  0.1800
H (0.7586, 0.2277, -1.9754)  0.2194
H (1.7927, -0.0809, -0.5075)  0.2150
H (1.2635, 1.5870, -0.9730)  0.2072

For the total energy, the calculation gives -8804.320 eV. Its HOMO energy is -8.144 eV. The calculation puts the energy above the lowest of the compared OMol25 structures with the same formula, charge and spin at 599.1 kJ/mol. As for the net charge: 0. For the orbital gap, the calculation gives 0.3288 hartree.



4.
Density functional theory data (ωB97M-V/def2-TZVPD) for 2 unconnected molecules or ions with the total composition CH7N2PS.

Last column: natural (NBO) charge in e.
Geometry (Å):
C (-1.4112, -1.4573, -0.1537)  -0.5499
N (0.5660, 0.9024, 1.4936)  -1.1221
N (0.3530, 1.3470, -1.1822)  -1.1991
P (0.6833, 0.0881, -0.0462)  1.2149
S (2.4168, -0.6628, -0.3371)  -0.4273
H (-1.0453, -2.4299, 0.0460)  0.1664
H (-2.1759, -1.1936, 0.5785)  0.1725
H (-1.6485, -1.4258, -1.1847)  0.1731
H (0.1368, 0.3748, 2.1514)  0.3704
H (1.4737, 0.9727, 1.9283)  0.3823
H (1.0458, 1.4554, -1.9357)  0.4013
H (-0.3945, 2.0291, -1.3582)  0.4178

As for the multiplicity: 3. The expectation value of S² is 2.01. For the total energy, the calculation gives -24251.495 eV. Its HOMO energy (spin up / spin down) is -6.405 / -9.073 eV. The calculation puts the energy above the lowest of the compared OMol25 structures with the same formula, charge and spin at 0.0 kJ/mol. As for the net charge: 0. For the orbital gap (spin up / spin down), the calculation gives 0.2740 / 0.2430 hartree.



5.
Density functional theory data (ωB97M-V/def2-TZVPD) for a molecular structure, C26H66I4N3O9.

Last column: Löwdin charge in e.
Geometry (Å):
C (1.5907, 0.5995, 0.9916)  -0.1341
O (2.8034, 0.1170, 0.4737)  -0.1571
C (2.9367, 0.3423, -0.9292)  -0.2132
C (3.9150, -0.6724, -1.5122)  -0.1605
C (3.2373, -1.8878, -2.1507)  -0.1880
C (2.1230, -2.4559, -1.2828)  -0.2255
C (1.5864, -3.8050, -1.7642)  -0.1978
C (0.6423, -4.4196, -0.7240)  -0.2045
C (-0.7106, -4.8377, -1.3031)  -0.2177
C (-1.5072, -5.6807, -0.3039)  -0.2055
C (-2.9452, -5.9620, -0.7485)  -0.1660
C (-3.6484, -4.6717, -1.1290)  -0.1735
N (-3.5655, -3.7264, -0.0209)  0.1475
C (-4.1296, -2.5403, 0.0058)  -0.3244
N (-4.8292, -2.0230, -1.0480)  0.0356
C (-4.0795, -0.8652, -1.5958)  -0.8304
I (-4.9546, -0.2653, -3.4325)  0.9798
C (-4.0415, 0.2072, -0.5081)  -0.7171
I (-6.0501, 0.9103, -0.0520)  0.9027
C (-3.4651, -0.3475, 0.8036)  -0.4872
C (-1.9286, -0.3259, 0.9259)  -0.6996
I (-1.4794, -0.6575, 3.0301)  0.9756
C (-1.1978, 0.9310, 0.4725)  -0.8388
C (-0.9151, 0.9822, -1.0352)  -0.1237
I (-2.1105, 2.7341, 1.2057)  1.0363
N (-3.9691, -1.7233, 1.0876)  0.1298
H (0.7751, -0.1187, 0.8303)  0.0550
H (1.6956, 0.7823, 2.0561)  0.1087
H (1.2995, 1.5346, 0.5006)  0.0720
H (1.9578, 0.2857, -1.4116)  0.1031
H (3.3079, 1.3618, -1.0611)  0.1257
H (4.5060, -0.1462, -2.2592)  0.0994
H (4.5686, -0.9803, -0.6992)  0.1182
H (2.8256, -1.6101, -3.1201)  0.1199
H (3.9859, -2.6695, -2.2669)  0.1142
H (1.2631, -1.7836, -1.2265)  0.0971
H (2.4826, -2.5912, -0.2613)  0.1254
H (2.4241, -4.4856, -1.9142)  0.1150
H (1.0843, -3.6959, -2.7253)  0.1130
H (1.0785, -5.2912, -0.2381)  0.1178
H (0.4322, -3.6854, 0.0574)  0.1038
H (-0.5727, -5.4239, -2.2120)  0.1277
H (-1.2574, -3.9257, -1.5508)  0.0931
H (-0.9802, -6.6264, -0.1944)  0.1244
H (-1.4901, -5.1917, 0.6730)  0.1034
H (-3.4878, -6.4393, 0.0690)  0.1218
H (-2.9872, -6.6471, -1.5909)  0.1266
H (-3.1808, -4.2578, -2.0217)  0.1206
H (-4.6859, -4.8717, -1.3992)  0.1326
H (-3.0011, -4.0055, 0.7669)  0.1486
H (-5.1053, -2.7103, -1.7363)  0.1034
H (-3.0474, -1.1600, -1.8010)  0.0791
H (-3.5294, 1.0897, -0.8605)  0.0205
H (-3.8590, 0.2788, 1.5984)  0.0546
H (-1.4943, -1.1981, 0.4382)  0.0780
H (-0.2381, 0.9279, 0.9771)  -0.0518
H (-1.6255, 1.5806, -1.5951)  0.0694
H (0.0671, 1.4171, -1.1896)  0.0456
H (-0.8739, -0.0402, -1.4141)  0.0794
H (-3.3663, -2.1724, 1.7725)  0.0631
C (7.7405, 0.2685, -1.6648)  -0.1312
O (6.9141, 0.9637, -2.6006)  -0.1321
H (8.0576, -0.6607, -2.1343)  0.0595
H (8.6254, 0.8520, -1.4084)  0.0598
H (7.1829, 0.0306, -0.7545)  0.0772
H (6.6373, 1.7851, -2.1893)  0.0722
C (8.4054, -3.1282, -3.7943)  -0.1686
O (7.5802, -2.4077, -4.7037)  -0.1230
H (8.7010, -4.0525, -4.2830)  0.0773
H (9.3039, -2.5568, -3.5448)  0.0724
H (7.8580, -3.3706, -2.8785)  0.0723
H (7.3151, -1.5840, -4.2849)  0.0548
C (-3.5979, 4.1463, 5.3525)  -0.1516
O (-3.7915, 2.9740, 4.5560)  -0.1625
H (-4.3375, 4.1303, 6.1498)  0.0682
H (-2.5994, 4.1557, 5.7928)  0.0754
H (-3.7413, 5.0474, 4.7511)  0.0829
H (-3.1388, 2.9907, 3.8521)  -0.0494
C (-3.1404, 6.5372, 7.8261)  -0.1610
O (-2.0105, 6.6809, 6.9675)  -0.1320
H (-4.0340, 6.6726, 7.2223)  0.0724
H (-3.1640, 5.5406, 8.2738)  0.0782
H (-3.1348, 7.2896, 8.6180)  0.0777
H (-1.2207, 6.5646, 7.4997)  0.0725
C (11.9212, 0.8385, -0.8083)  -0.1498
O (10.7664, 1.6243, -0.5221)  -0.1366
H (11.5756, -0.1180, -1.1919)  0.0744
H (12.5473, 1.3162, -1.5652)  0.0779
H (12.5137, 0.6638, 0.0927)  0.0768
H (11.0635, 2.4717, -0.1833)  0.0737
C (-7.6221, 4.9911, 6.9383)  -0.1596
O (-6.9127, 4.1679, 7.8619)  -0.1331
H (-7.2566, 6.0088, 7.0445)  0.0744
H (-7.4498, 4.6520, 5.9130)  0.0737
H (-8.6930, 4.9714, 7.1546)  0.0757
H (-7.2435, 3.2731, 7.7593)  0.0701
C (1.2135, 4.4995, -0.2568)  -0.1524
O (1.0074, 3.6529, -1.3883)  -0.1433
H (1.6157, 3.8840, 0.5441)  0.0708
H (1.9271, 5.2916, -0.4910)  0.0820
H (0.2722, 4.9427, 0.0748)  0.0551
H (0.6583, 4.1938, -2.1006)  0.0814
C (-6.9217, 0.1417, -7.2188)  -0.1477
O (-6.7711, 0.9230, -6.0315)  -0.1901
H (-7.8325, -0.4396, -7.1089)  0.0807
H (-7.0141, 0.7809, -8.0985)  0.0808
H (-6.0791, -0.5408, -7.3552)  0.0750
H (-5.9756, 1.4526, -6.1304)  0.0571

For the total energy, the calculation gives -83322.733 eV. Its HOMO energy is -11.512 eV. As for the net charge: +1. For the orbital gap, the calculation gives 0.3088 hartree.



6.
Density functional theory data (ωB97M-V/def2-TZVPD) for 2 unconnected molecules or ions with the total composition C2H4ClNSi.

Last column: natural (NBO) charge in e.
Geometry (Å):
C (0.3718, -2.2533, 0.9583)  -0.2400
C (-0.3794, -1.6091, 1.6771)  -0.1241
N (-1.6827, 0.4873, -0.4498)  -1.3460
Si (-0.2815, 1.0860, 0.1010)  1.3402
Cl (-1.4798, -0.9590, 2.7512)  0.1376
H (1.1513, -2.3933, 0.2881)  0.2384
H (-1.8481, 0.2850, -1.4518)  0.3951
H (0.0034, 1.7900, 1.4199)  -0.1855
H (1.1570, 1.0860, -0.4646)  -0.2157

For the total energy, the calculation gives -24024.673 eV. Its HOMO energy is -9.469 eV. The calculation puts the energy above the lowest of the compared OMol25 structures with the same formula, charge and spin at 249.2 kJ/mol. As for the net charge: 0. For the orbital gap, the calculation gives 0.3515 hartree.



> Look up the total energy of the second one.

-5783.343 eV



> Which of these has the lowest total energy?

C35H43CaPSbSe4



> The lowest net charge belongs to which entry?

C35H43CaPSbSe4



> What is the formula in the fifth record?

C26H66I4N3O9